Formula: C4H12O
Source: the OMol25 dataset
Level of theory: ωB97M-V/def2-TZVPD

SMILES: CCC.CO
Energy above the lowest of the compared OMol25 structures with the same formula, charge and spin, eV: 0.969
LUMO level, eV: 0.927
Calculated total energy, hartree: -234.79702
M, Da: 76.1

ORCA input file:
```
! RIJCOSX wB97M-V def2-TZVPD def2/J DEFGRID3
* xyz 0 1
H -0.26 -3.86 0.75
H 0.84 -2.98 -0.17
H -0.01 1.54 -0.24
H 0.26 -0.83 -1.00
C 0.22 -2.91 0.72
H 1.48 1.91 -0.93
H -1.87 -2.05 0.77
C -0.81 -1.80 0.57
C -0.78 -1.10 -0.81
H -0.36 3.69 -0.02
H -0.74 -0.99 1.30
O 0.50 3.53 -0.41
C 0.87 2.17 -0.11
H 1.40 2.05 0.83
H -1.21 -1.72 -1.58
H -1.31 -0.15 -0.77
H 0.86 -2.69 1.58
*
```

---

Formula: C22H22CrFN6S3Si
Source: the OMol25 dataset
Level of theory: ωB97M-V/def2-TZVPD

Expectation value of S²: 0.8225
Energy above the lowest of the compared OMol25 structures with the same formula, charge and spin, eV: 1.644
LUMO level (alpha / beta), eV: -1.614 / -1.429
Calculated total energy, hartree: -3808.47267
M, Da: 565.7

ORCA input file:
```
! RIJCOSX wB97M-V def2-TZVPD def2/J DEFGRID3
* xyz 0 2
F -0.39 2.20 -0.09
H -0.18 -2.81 1.97
C 0.14 -4.23 -1.88
H -3.55 2.64 -4.15
H 4.72 2.23 -0.75
H -4.08 3.27 -1.77
C 2.94 3.40 -0.89
C -3.20 2.04 -3.32
S -2.32 0.14 2.05
H 0.13 -4.99 -2.65
H 3.33 -1.03 3.53
C -3.49 2.40 -2.01
N 0.91 0.02 0.64
C 3.03 1.12 -0.09
H 2.59 -3.37 0.81
S -2.42 3.14 2.11
Si 1.72 -1.18 1.65
N -2.33 3.65 5.82
C 2.73 -2.33 0.51
C 0.47 -2.20 2.61
C -2.31 1.68 2.94
H -2.27 0.57 -4.56
C 0.98 2.26 -0.23
C -2.29 0.29 4.95
H -0.63 -0.69 -4.75
H 3.80 -2.12 0.56
H 2.17 0.30 3.59
C 1.64 1.09 0.13
H 3.44 4.28 -1.27
H -0.54 -4.51 -1.07
C 1.56 3.40 -0.71
C 2.80 -0.29 2.92
N -2.24 0.51 -1.20
H 1.01 -2.89 3.27
N -1.27 -1.03 -2.70
Cr -0.97 0.09 0.28
C -3.02 1.60 -0.99
N -0.32 -2.97 -2.45
C -2.32 2.71 5.15
C -1.05 -2.04 -1.80
S -1.59 -2.20 -0.20
C -0.05 -2.54 -3.73
C -2.31 1.56 4.32
C -0.63 -1.35 -3.90
C 3.65 2.25 -0.59
H 1.14 -4.12 -1.47
H 0.54 -3.12 -4.42
C -2.02 0.14 -2.47
H 3.62 0.24 0.13
H 2.42 -2.22 -0.53
N -2.29 -0.75 5.45
H 0.94 4.26 -0.94
H -3.22 1.84 0.04
H -0.17 -1.58 3.24
H 3.53 0.38 2.47
C -2.47 0.89 -3.55
*
```

---

Formula: C4H12
Source: the OMol25 dataset
Level of theory: ωB97M-V/def2-TZVPD

SMILES: CC.CC
Energy above the lowest of the compared OMol25 structures with the same formula, charge and spin, eV: 1.871
LUMO level, eV: 1.140
Calculated total energy, hartree: -159.51620
M, Da: 60.1

ORCA input file:
```
! RIJCOSX wB97M-V def2-TZVPD def2/J DEFGRID3
* xyz 0 1
H 1.15 0.44 2.44
H -0.31 0.53 -1.91
H 3.02 -0.51 0.78
H 2.10 0.73 -0.16
H 1.19 -1.13 2.00
C 2.10 -0.12 0.47
H -1.86 1.56 -1.65
H -2.87 -0.19 -0.13
H -1.50 -1.13 -0.56
H 0.03 0.01 1.23
C -1.66 -0.14 -0.35
C 0.98 -0.21 1.62
H -1.88 -0.01 -2.47
H -1.11 0.27 0.55
H 1.65 -0.95 -0.29
C -1.35 0.53 -1.72
*
```

---

Q: What is the formula in the first record?
A: C4H12O